## i
ORCA calculation (wB97M-V/def2-TZVPD) on the molecule CH2ClNO.

Each line ends with the Mulliken charge.
Positions of all 6 atoms, in Å:
C1 0.30 -0.24 0.41  -0.051
N1 -0.69 0.68 0.00  -0.108
O1 -0.93 -0.73 0.16  -0.275
Cl1 -0.42 0.93 -1.70  -0.093
H1 1.07 -0.48 -0.19  0.273
H2 0.67 -0.17 1.34  0.254

## Properties
LUMO level: 0.781 eV
Charge: 0
Multiplicity: 1
HOMO-LUMO gap: 11.44 eV
SMILES string: ClN1CO1
HOMO: -10.659 eV

***

## ii
ORCA calculation (wB97M-V/def2-TZVPD) on a 2-piece molecular cluster, CH2ClNO overall.

Each line ends with the Mulliken charge.
Positions of all 6 atoms, in Å:
C1 -0.45 0.03 -0.13  -0.453
N1 -0.20 -1.35 -2.01  0.175
O1 -1.08 -1.62 -2.72  -0.183
Cl1 -2.11 0.24 -0.02  -0.117
H1 0.20 0.95 -0.43  0.270
H2 -0.07 -0.62 0.53  0.308

## Properties
LUMO level (spin up / spin down): 0.035 / -0.343 eV
Charge: 0
Multiplicity: 1
HOMO-LUMO gap (spin up / spin down): 8.18 / 8.27 eV
HOMO (spin up / spin down): -8.143 / -8.617 eV

***

Which of them is most stable, and which least? Most stable: i; least stable: ii.

***

## i
ORCA calculation (wB97M-V/def2-TZVPD) on a 2-piece molecular cluster, C2H7NO overall.

Each line ends with the Mulliken charge.
Positions of all 11 atoms, in Å:
N1 -2.93 1.60 1.82  -0.634
H1 -3.93 1.75 1.76  0.214
H2 -2.79 0.93 2.57  0.211
H3 -2.53 1.21 0.98  0.210
O1 1.64 0.92 -0.37  -0.454
C1 1.89 0.05 -1.15  0.163
C2 1.55 -1.40 -0.95  -0.868
H4 2.47 0.21 -2.08  0.308
H5 0.90 -1.53 -0.14  0.298
H6 2.52 -1.81 -0.61  0.248
H7 1.20 -1.93 -1.84  0.303

## Properties
LUMO level: 0.942 eV
Charge: 0
Multiplicity: 1
HOMO-LUMO gap: 10.80 eV
SMILES string: CC=O.N
HOMO: -9.854 eV

***

## ii
ORCA calculation (wB97M-V/def2-TZVPD) on a 2-piece molecular cluster, C2H7NO overall.

Each line ends with the Mulliken charge.
Positions of all 11 atoms, in Å:
O1 2.72 0.10 -0.78  -1.050
H1 2.80 0.18 -1.74  0.186
C1 -1.01 0.31 -0.07  -0.152
C2 -1.61 -0.91 0.13  -0.691
N1 0.32 0.50 0.49  -0.269
H2 -1.53 1.20 -0.49  0.321
H3 -0.99 -1.77 -0.16  0.311
H4 -2.52 -1.03 0.68  0.299
H5 0.19 0.03 1.44  0.414
H6 1.01 -0.08 -0.06  0.319
H7 0.62 1.47 0.56  0.313

## Properties
LUMO level: -1.105 eV
Charge: 0
Multiplicity: 1
HOMO-LUMO gap: 5.97 eV
HOMO: -7.074 eV

***

Which of them is most stable, and which least? Most stable: i; least stable: ii.

***

## i
ORCA calculation (wB97M-V/def2-TZVPD) on the molecule C7H9Cl.

Each line ends with the Mulliken charge.
Positions of all 17 atoms, in Å:
C1 -2.55 -0.18 -0.20  -1.113
C2 -1.16 0.11 -0.15  0.397
C3 -0.50 1.25 -0.04  -0.400
C4 0.99 1.20 0.03  -0.138
C5 1.29 -0.17 -0.02  0.045
C6 -0.01 -0.99 -0.02  -0.801
C7 2.36 -0.81 0.10  -0.309
H1 -2.83 -0.58 0.83  0.236
H2 -3.11 0.78 -0.65  0.277
H3 -2.87 -1.03 -0.83  0.319
H4 -1.04 2.25 0.35  0.206
H5 1.59 2.05 -0.66  0.276
H6 1.39 1.29 1.14  0.176
H7 0.23 -1.95 -0.87  0.223
H8 -0.02 -1.60 0.91  0.323
H9 2.38 -1.81 0.28  0.526
Cl1 3.84 0.18 -0.19  -0.244

## Properties
LUMO level: 0.834 eV
Charge: 0
Multiplicity: 1
HOMO-LUMO gap: 9.44 eV
SMILES string: CC1=CC/C(=C\Cl)C1
HOMO: -8.610 eV

***

## ii
ORCA calculation (wB97M-V/def2-TZVPD) on the molecule C7H9Cl.

Each line ends with the Mulliken charge.
Positions of all 17 atoms, in Å:
C1 1.43 1.93 2.05  0.343
C2 1.16 1.08 1.25  -1.040
C3 -0.41 -0.78 0.31  -0.061
C4 -0.15 0.14 -0.82  -0.003
C5 0.91 -0.05 0.31  0.518
C6 -0.48 -2.29 0.08  -1.560
C7 -0.96 1.44 -1.13  -1.508
Cl1 2.40 -0.94 -0.23  -0.217
H1 1.76 2.66 2.66  0.552
H2 -1.04 -0.28 0.99  0.480
H3 0.14 -0.42 -1.84  0.204
H4 0.17 -2.45 -0.71  0.354
H5 -1.47 -2.50 -0.19  0.400
H6 -0.27 -2.83 0.93  0.408
H7 -0.16 1.87 -1.67  0.384
H8 -1.20 2.03 -0.29  0.346
H9 -1.83 1.39 -1.70  0.400

## Properties
LUMO level: 0.942 eV
Charge: 0
Multiplicity: 1
HOMO-LUMO gap: 10.43 eV
SMILES string: C#CC1(Cl)[C@H](C)[C@H]1C
HOMO: -9.487 eV

***

Which of them is most stable, and which least? Most stable: ii; least stable: i.

***

## i
ORCA calculation (wB97M-V/def2-TZVPD) on the molecule C2H5FIN.

Each line ends with the Mulliken charge.
Positions of all 10 atoms, in Å:
C1 0.86 0.85 -0.08  -0.919
C2 -0.46 0.13 0.34  -0.264
N1 -0.32 -1.35 0.14  -0.257
F1 -1.35 -1.93 0.98  -0.204
I1 -0.71 -1.87 -1.78  0.179
H1 1.00 0.73 -1.17  0.255
H2 0.75 1.98 0.04  0.306
H3 1.92 0.58 0.33  0.285
H4 -0.48 0.31 1.49  0.305
H5 -1.20 0.57 -0.28  0.315

## Properties
LUMO level: -0.217 eV
Charge: 0
Multiplicity: 1
HOMO-LUMO gap: 9.24 eV
SMILES string: CCN(F)I
HOMO: -9.456 eV

***

## ii
ORCA calculation (wB97M-V/def2-TZVPD) on the molecule C2H5FIN.

Each line ends with the Mulliken charge.
Positions of all 10 atoms, in Å:
C1 -0.14 -0.78 -0.64  -1.082
C2 -0.65 -0.10 0.73  -0.179
N1 0.08 1.02 1.13  -0.365
F1 2.45 1.09 -0.34  -0.541
I1 0.69 2.38 -0.10  0.650
H1 -0.76 -1.57 -0.81  0.423
H2 -0.28 -0.03 -1.45  0.300
H3 0.91 -1.12 -0.64  0.296
H4 -1.81 0.01 0.71  0.222
H5 -0.49 -0.89 1.41  0.277

## Properties
LUMO level (spin up / spin down): -2.162 / -2.163 eV
Charge: 0
Multiplicity: 1
HOMO-LUMO gap (spin up / spin down): 7.40 / 7.40 eV
HOMO (spin up / spin down): -9.561 / -9.562 eV

***

Which of them is most stable, and which least? Most stable: i; least stable: ii.

***

## i
ORCA calculation (wB97M-V/def2-TZVPD) on a 2-piece molecular cluster, C3H11N3 overall.

Each line ends with the Mulliken charge.
Positions of all 17 atoms, in Å:
C1 -2.37 -0.80 -0.33  -0.717
C2 -1.90 1.47 0.22  -0.590
N1 -2.00 0.25 0.63  -0.688
H1 -1.66 -1.69 -0.21  0.119
H2 -2.28 -0.47 -1.39  0.254
H3 -3.41 -1.11 -0.10  0.303
H4 -1.57 2.25 0.91  0.236
H5 -2.10 1.77 -0.79  0.317
N2 1.51 -1.07 0.74  -0.694
C3 1.65 0.27 0.14  -0.538
N3 2.94 0.51 -0.54  -0.530
H6 1.30 -1.76 0.08  0.245
H7 0.67 -1.07 1.37  0.306
H8 0.88 0.42 -0.60  0.248
H9 1.56 0.95 0.95  0.213
H10 3.69 0.30 0.17  0.292
H11 3.08 -0.22 -1.26  0.223

## Properties
LUMO level (spin up / spin down): 4.177 / 4.057 eV
<S²>: 0.753
Charge: -1
Multiplicity: 2
HOMO-LUMO gap (spin up / spin down): 3.12 / 7.62 eV
HOMO (spin up / spin down): 1.054 / -3.566 eV

***

## ii
ORCA calculation (wB97M-V/def2-TZVPD) on a 2-piece molecular cluster, C3H11N3 overall.

Each line ends with the Mulliken charge.
Positions of all 17 atoms, in Å:
C1 -2.39 -1.25 -0.77  -0.940
C2 -2.46 0.96 0.31  -0.587
N1 -2.04 0.22 -0.70  -0.633
H1 -2.02 -1.56 -1.76  0.286
H2 -1.77 -1.88 -0.08  0.217
H3 -3.40 -1.55 -0.50  0.365
H4 -2.02 1.98 0.37  0.264
H5 -2.96 0.51 1.25  0.148
N2 1.87 -0.11 -0.84  -0.746
C3 1.78 0.68 0.31  -0.502
N3 2.94 0.65 1.17  -0.572
H6 2.12 -1.11 -0.55  0.232
H7 0.92 -0.12 -1.24  0.332
H8 0.92 0.33 0.97  0.374
H9 1.60 1.69 0.01  0.256
H10 3.79 0.88 0.54  0.273
H11 3.11 -0.35 1.51  0.231

## Properties
LUMO level (spin up / spin down): 3.923 / 3.867 eV
<S²>: 0.753
Charge: -1
Multiplicity: 2
HOMO-LUMO gap (spin up / spin down): 3.13 / 7.24 eV
HOMO (spin up / spin down): 0.798 / -3.371 eV

***

Which of them is most stable, and which least? Most stable: i; least stable: ii.

***

## i
ORCA calculation (wB97M-V/def2-TZVPD) on the molecule C14H18N2O3.

Each line ends with the Mulliken charge.
Positions of all 37 atoms, in Å:
C1 -2.23 -1.72 -0.64  0.194
C2 -1.75 -0.68 0.54  0.016
C3 -1.33 -3.03 -0.61  -0.906
C4 -0.24 -2.63 -1.55  -0.178
C5 -1.12 -2.18 -2.75  -0.533
C6 -1.01 1.69 1.15  -0.033
C7 -1.13 3.00 0.38  0.505
C8 0.13 1.40 2.20  -1.932
C9 1.55 1.04 1.57  0.373
C10 1.79 -0.14 0.94  0.356
C11 2.27 2.27 1.14  -0.552
C12 2.97 -0.38 0.13  -0.339
C13 3.25 2.12 0.25  -0.538
C14 3.53 0.78 -0.31  -0.483
H1 -2.99 -1.08 -2.39  0.264
H2 -3.17 -2.01 -0.23  0.433
H3 -1.94 -3.81 -0.93  0.470
H4 -1.30 -3.48 0.54  0.217
H5 0.55 -1.95 -1.14  -0.059
H6 0.34 -3.53 -1.82  0.393
H7 -1.63 -2.97 -3.29  0.324
H8 -0.38 -1.63 -3.52  0.298
H9 -1.32 0.78 -0.94  0.414
H10 -1.84 1.77 1.75  0.404
H11 0.21 2.10 2.93  1.070
H12 -0.24 0.69 2.87  0.545
H13 0.94 -1.12 0.91  0.130
H14 2.08 3.14 1.79  0.283
H15 3.07 -1.54 -0.03  0.339
H16 3.80 3.00 -0.12  0.370
H17 4.40 0.44 -0.97  0.242
H18 -0.13 3.83 1.97  0.382
N1 -2.01 -1.12 -2.06  -0.483
N2 -1.32 0.51 0.14  -0.140
O1 -1.63 -0.91 1.80  -0.722
O2 -1.32 3.19 -0.80  -0.562
O3 -0.82 4.17 1.11  -0.561

## Properties
LUMO level: 0.557 eV
Charge: 0
Multiplicity: 1
HOMO-LUMO gap: 9.75 eV
SMILES string: O=C(O)[C@H](Cc1ccccc1)NC(=O)[C@@H]1CCCN1
HOMO: -9.188 eV

***

## ii
ORCA calculation (wB97M-V/def2-TZVPD) on the molecule C14H18N2O3.

Each line ends with the Mulliken charge.
Positions of all 37 atoms, in Å:
C1 -4.88 -1.18 1.48  -1.499
C2 -4.00 -0.28 0.66  0.626
C3 -2.83 -0.77 0.09  -0.250
C4 -2.01 0.06 -0.67  0.391
C5 -2.37 1.39 -0.86  -0.787
C6 -3.53 1.89 -0.28  -0.621
C7 -4.33 1.05 0.48  -0.527
H1 -5.24 1.44 0.92  0.416
H2 -3.80 2.92 -0.43  0.401
H3 -1.74 2.02 -1.47  0.461
C8 -0.76 -0.42 -1.32  0.425
O1 -0.36 0.01 -2.38  -0.646
N1 -0.08 -1.36 -0.62  -0.109
H4 -0.43 -1.67 0.28  0.215
C9 1.12 -1.99 -1.11  -1.056
C10 2.33 -1.75 -0.21  0.805
O2 2.88 -2.68 0.35  -0.687
N2 2.76 -0.48 -0.05  0.202
C11 2.17 0.70 -0.65  -0.512
H5 1.77 0.49 -1.64  0.550
C12 3.23 1.79 -0.76  -0.591
O3 3.74 2.18 0.50  -0.386
C13 3.75 1.14 1.46  -0.480
H6 2.82 1.18 2.05  0.251
C14 3.89 -0.23 0.82  -0.675
H7 4.83 -0.29 0.25  0.227
H8 3.91 -1.02 1.58  0.448
H9 4.59 1.34 2.13  0.352
H10 2.81 2.69 -1.21  0.375
H11 4.05 1.43 -1.40  0.297
H12 1.34 1.07 -0.02  0.085
H13 1.30 -1.59 -2.11  0.487
H14 0.99 -3.07 -1.17  0.335
H15 -2.59 -1.81 0.21  0.427
H16 -4.77 -0.94 2.54  0.305
H17 -5.93 -1.02 1.22  0.384
H18 -4.63 -2.22 1.33  0.365

## Properties
LUMO level: 0.577 eV
Charge: 0
Multiplicity: 1
HOMO-LUMO gap: 9.86 eV
SMILES string: Cc1cccc(C(=O)NCC(=O)N2CCOCC2)c1
HOMO: -9.283 eV

***

Which of them is most stable, and which least? Most stable: ii; least stable: i.